1.
64
Properties=species:S:1:pos:R:3:forces:R:3 method="wB97M-V/def2-TZVPD" de_lowest_kcal_mol=8.8 molar_mass_g_mol=396.53 homo_ev=-9.18 total_energy_ev=-35578.487 lumo_energy_ev=0.533
C -1.9407 -1.5466 -3.4276 -0.521 0.115 -0.019
C -0.4413 -1.4419 -3.5106 0.062 0.298 -0.294
O 0.0534 -2.7278 -3.6432 0.168 -0.591 -0.239
C 1.3315 -2.8575 -4.2855 0.044 -0.084 -0.050
C 2.3723 -1.9593 -3.6423 0.183 0.189 0.145
C 1.2033 -2.5541 -5.7726 -0.123 0.078 -0.177
C 1.6955 -4.3122 -4.0797 0.026 -0.243 0.064
C 0.0694 -0.7976 -2.2331 -0.015 0.445 -0.305
O 0.3593 -1.4486 -1.2533 0.067 -0.201 0.587
N 0.1324 0.5474 -2.2786 -0.202 0.330 -0.208
C -0.2162 1.4844 -3.3700 0.057 -0.089 0.280
C 0.0834 2.7834 -2.6209 0.200 0.050 0.353
C 1.4428 2.4163 -1.9657 0.055 -0.057 -0.046
C 0.5589 1.4129 -1.1838 0.062 0.523 -0.213
C -0.5334 2.5192 -1.2050 -0.164 -0.557 -0.069
C -2.0017 2.1154 -1.0381 -0.052 0.219 -0.484
N -2.2237 0.8446 -0.4028 -0.050 -0.166 0.244
C -2.0773 0.6935 0.9313 0.258 -0.099 -0.071
O -1.7407 1.5871 1.6852 -0.042 0.277 0.033
C -2.2922 -0.7190 1.4308 0.337 -0.112 0.393
O -3.1073 -1.4927 0.6026 -0.273 -0.119 -0.176
C -4.4682 -1.2548 0.9153 -0.125 0.111 0.110
C -5.3430 -1.9107 -0.1099 0.010 0.042 -0.194
C -5.0947 -3.4028 -0.2216 0.246 -0.183 0.157
C -6.0401 -3.9977 -1.2388 0.200 -0.368 -0.272
O -7.3895 -3.7518 -0.9151 -0.070 -0.159 0.013
C -7.6541 -2.3736 -0.8655 -0.431 0.295 -0.150
C -6.8141 -1.6727 0.1787 -0.091 0.236 0.261
H -2.4129 -0.5639 -3.3081 0.048 -0.112 -0.024
H -2.3293 -2.0130 -4.3321 -0.042 0.010 0.008
H -2.1983 -2.1689 -2.5731 -0.082 -0.068 0.095
H -0.1573 -0.8281 -4.3773 -0.081 -0.002 0.141
H 2.4181 -2.1418 -2.5693 0.023 -0.003 -0.013
H 3.3544 -2.1576 -4.0749 -0.029 0.019 -0.040
H 2.1459 -0.8983 -3.8010 0.073 -0.096 -0.011
H 0.3900 -3.1412 -6.2034 0.027 0.001 0.002
H 1.0009 -1.4949 -5.9586 0.036 -0.085 -0.017
H 2.1264 -2.8087 -6.2966 -0.004 0.024 0.044
H 0.9388 -4.9583 -4.5280 0.017 0.022 -0.004
H 2.6626 -4.5387 -4.5319 -0.024 0.015 -0.002
H 1.7436 -4.5351 -3.0136 0.009 0.014 -0.005
H 0.4429 1.3750 -4.2318 -0.069 -0.076 -0.114
H -1.2599 1.3986 -3.6758 0.024 -0.069 -0.091
H -0.0624 3.7152 -3.1633 -0.045 -0.070 0.005
H 2.2179 1.9879 -2.6024 -0.031 -0.022 -0.035
H 1.8543 3.2157 -1.3634 -0.031 0.115 0.193
H 0.8782 0.8678 -0.3116 -0.011 -0.071 0.211
H -0.2955 3.3041 -0.4996 0.246 0.199 0.020
H -2.5038 2.8847 -0.4570 -0.084 0.008 0.116
H -2.5162 2.0726 -2.0016 0.095 0.069 -0.046
H -2.3418 0.0044 -0.9464 -0.096 0.031 0.018
H -1.3155 -1.2015 1.4893 0.058 0.013 -0.022
H -2.7113 -0.6587 2.4385 0.131 0.064 0.078
H -4.6874 -1.6621 1.9157 0.033 0.063 -0.062
H -4.6747 -0.1723 0.9395 0.070 -0.092 0.022
H -5.1198 -1.4581 -1.0849 0.065 0.035 -0.032
H -4.0539 -3.6043 -0.4907 -0.095 0.019 -0.069
H -5.2660 -3.8828 0.7500 -0.033 0.062 -0.026
H -5.8186 -3.5959 -2.2427 -0.029 0.003 0.083
H -5.9336 -5.0795 -1.2840 0.017 -0.064 -0.037
H -7.4771 -1.9220 -1.8575 0.013 -0.042 0.084
H -8.7146 -2.2779 -0.6401 -0.062 0.038 -0.021
H -7.0745 -2.0705 1.1666 0.048 -0.019 -0.039
H -7.0429 -0.5995 0.1998 0.000 -0.112 -0.089

=====

2.
53
Properties=species:S:1:pos:R:3:forces:R:3 method="wB97M-V/def2-TZVPD" molar_mass_g_mol=954.35 homo_ev=-11.28 total_charge=+2 total_energy_ev=-166753.090 lumo_energy_ev=-9.343
N 2.4199 2.1985 2.6040 0.856 0.962 -0.128
C 3.3033 1.0608 2.8221 0.153 -0.711 0.195
C 4.0771 0.7674 1.5249 0.033 0.284 0.006
C 4.2350 -0.7472 1.2075 0.100 0.351 0.544
O 5.1717 -1.3027 1.6496 0.173 -0.225 0.078
I 2.9004 -1.9626 -0.0464 1.252 -3.441 1.618
O 2.5866 -0.1174 3.2388 -0.606 0.355 -0.920
C 1.4963 0.1520 3.9865 -0.023 0.169 0.698
O 1.4281 0.9606 4.8476 0.034 0.214 0.010
C 0.2886 -0.7501 3.6767 0.414 -0.573 0.058
F -0.6756 -0.5083 4.5723 -0.073 0.080 -0.171
F 0.6971 -2.0245 3.8249 -0.005 0.049 0.020
C -0.3068 -0.6317 2.2277 -0.014 -0.750 0.310
F 0.5200 0.0578 1.4014 -0.303 0.244 0.218
F -0.4123 -1.8755 1.7351 -0.057 0.029 -0.065
C -1.7312 -0.0450 2.0950 0.218 0.577 -0.400
F -2.6582 -0.7429 2.8323 0.576 -0.184 0.138
F -2.0825 -0.2398 0.7953 0.114 -0.200 0.048
C -1.9874 1.4623 2.3535 -0.166 -0.292 -0.306
F -3.2299 1.6125 1.9037 -0.440 0.508 0.215
F -1.9181 1.7941 3.6169 0.130 -0.011 0.165
F -1.1526 2.1778 1.6223 0.018 0.115 -0.036
H 2.0052 2.2578 1.6825 -0.051 -0.175 0.033
H 2.9761 3.0349 2.7592 -0.090 0.056 -0.154
H 4.0460 1.2955 3.5817 -0.340 0.158 0.259
H 3.6718 1.3038 0.6721 -0.315 -0.043 -0.047
H 5.0927 1.1446 1.6669 0.011 -0.025 -0.118
Al -4.7674 -1.0798 1.7751 -0.530 0.291 -0.153
C 0.3258 -3.6306 -4.1401 0.150 -0.115 0.006
C 1.3852 -2.5813 -3.9221 0.017 -0.034 -0.422
O 2.2572 -2.6500 -3.0918 -0.119 0.391 0.086
N 1.3633 -1.4812 -4.7654 -0.492 -0.027 0.017
C 0.4188 -1.1885 -5.8144 0.484 0.247 0.250
H 0.4957 -4.4393 -3.4346 0.040 0.010 -0.018
H -0.6758 -3.2250 -3.9905 -0.003 -0.025 -0.018
H 0.4033 -4.0437 -5.1509 -0.008 -0.016 0.014
H 2.1271 -0.8490 -4.6013 0.131 0.030 -0.389
H 0.9495 -1.1160 -6.7813 -0.098 0.008 -0.018
H -0.0897 -0.2353 -5.6575 -0.099 -0.035 -0.089
H -0.3376 -1.9750 -5.8385 -0.069 0.064 0.139
N -4.8360 3.4501 0.6125 0.385 -0.200 0.170
O -5.8184 3.0515 1.2492 -0.080 -0.165 0.038
O -4.1990 4.4338 0.9974 -0.042 0.005 -0.050
O -4.4353 2.8100 -0.3777 0.000 -0.111 -0.061
F 0.2512 -4.9915 -1.1401 -0.025 -0.163 -0.123
O -6.7293 4.9779 -0.7834 -0.106 0.058 -0.154
H -7.5608 4.6922 -0.3930 0.046 -0.016 0.065
H -6.8584 5.9104 -0.9811 0.030 0.001 0.024
Br -0.5173 -3.4544 -0.8864 -0.063 0.076 0.157
Cs 2.4301 0.3370 -1.9070 -0.412 1.988 -1.788
Cl 0.8999 3.8106 3.3324 -0.084 -0.344 0.139
F 3.0579 -4.0991 -0.9685 -0.587 0.793 0.310
Al -0.3011 -2.7669 -8.1946 -0.065 -0.230 -0.400